7
Properties=species:S:1:pos:R:3:forces:R:3:mulliken_charge:R:1 method="wB97M-V/def2-TZVPD" charge=-1 homo_lumo_gap_ev=8.31
C 0.5520 0.8069 -0.2019 -0.494 0.716 1.113 -0.051
N -1.5021 0.9419 -0.4663 0.759 -0.523 0.279 -0.381
O -3.9498 0.1759 -0.3368 -0.143 0.431 -0.457 -0.542
O -2.4181 -1.1528 0.9668 0.484 2.544 -2.043 -0.562
F 0.6205 1.9227 0.6594 0.101 -0.188 -0.739 -0.229
S -2.5484 0.0370 0.0119 -0.090 -2.692 2.426 0.747
H 0.6067 0.0404 0.6183 -0.616 -0.287 -0.579 0.018